Entry 1:
Computed, not measured: C23H25N5O2 in the gas phase, with wB97M-V/def2-TZVPD.

Geometry (Å):
C (-1.8119, 3.6418, 1.0630)
C (-2.9351, 2.8259, 0.5197)
N (-2.9256, 2.5466, -0.7783)
C (-3.8937, 1.7740, -1.2444)
C (-4.8813, 1.2255, -0.4302)
C (-5.8782, 0.2072, -0.9195)
N (-5.4280, -1.1710, -0.9048)
C (-5.1960, -1.7815, 0.3835)
C (-3.8201, -1.4782, 1.0126)
C (-2.7708, -1.2137, -0.0733)
C (-1.3776, -1.5792, 0.4238)
O (-1.1486, -2.5991, 1.0341)
N (-0.4375, -0.6510, 0.0837)
C (0.9357, -0.6494, 0.3486)
C (1.6789, 0.4447, -0.0913)
C (3.0396, 0.5088, 0.1293)
C (3.6814, -0.5315, 0.7929)
O (5.0221, -0.4982, 1.1006)
C (5.9246, -0.0469, 0.1865)
C (5.7404, -0.0970, -1.1930)
C (6.7662, 0.3431, -2.0117)
C (7.9323, 0.8130, -1.4279)
N (8.1184, 0.8460, -0.1185)
C (7.1487, 0.4277, 0.6669)
C (2.9413, -1.6172, 1.2465)
C (1.5795, -1.6795, 1.0289)
C (-3.1137, -2.0481, -1.3106)
C (-4.4488, -1.5699, -1.9039)
C (-4.8271, 1.6408, 0.8996)
N (-3.8772, 2.4282, 1.3670)
H (-1.1377, 2.9999, 1.6294)
H (-1.2649, 4.1078, 0.2491)
H (-2.1999, 4.3961, 1.7419)
H (-3.8678, 1.5886, -2.3124)
H (-6.1694, 0.4438, -1.9475)
H (-6.7738, 0.2564, -0.2918)
H (-5.9942, -1.4730, 1.0613)
H (-5.2907, -2.8612, 0.2314)
H (-3.8767, -0.6153, 1.6785)
H (-3.4971, -2.3370, 1.6037)
H (-2.7813, -0.1588, -0.3586)
H (-0.7592, 0.1678, -0.4159)
H (1.1846, 1.2567, -0.6064)
H (3.6033, 1.3683, -0.2031)
H (4.8207, -0.4825, -1.6100)
H (6.6584, 0.3146, -3.0850)
H (8.7568, 1.1732, -2.0273)
H (7.3343, 0.4601, 1.7315)
H (3.4484, -2.4092, 1.7744)
H (1.0098, -2.5228, 1.3802)
H (-3.1753, -3.0960, -1.0154)
H (-2.3295, -1.9577, -2.0648)
H (-4.2649, -0.7320, -2.5793)
H (-4.8830, -2.3848, -2.5001)
H (-5.5810, 1.3338, 1.6152)

Computed properties:
relative energy (zero: lowest compared OMol25 entry of this formula, charge and spin)	54.6	kcal/mol
E_LUMO	0.48	eV
F_max	0.7	eV/Å
multiplicity	1
M	403.486	g mol⁻¹
energy	-1315.716715	Ha
HOMO-LUMO gap	8.71	eV
SMILES string	Cc1ncc(CN2CCC(C(=O)Nc3ccc(Oc4cccnc4)cc3)CC2)cn1

natural (NBO) population analysis, charges in e, atoms 1 to 6: -0.65, 0.41, -0.47, 0.07, -0.13, -0.23


Entry 2:
Computed, not measured: C23H25N5O3 in the gas phase at a distorted geometry, with wB97M-V/def2-TZVPD.

Geometry (Å):
O (1.1506, -2.3437, 3.4173)
C (0.6024, -1.6925, 2.5538)
C (-0.9257, -1.5184, 2.5533)
N (-1.4723, -0.9192, 1.3588)
N (-1.7131, 0.3865, 1.4427)
C (-2.1601, 1.0493, 0.4336)
C (-2.3330, 2.5331, 0.6232)
C (-1.7197, 2.9939, 1.9130)
C (-0.3536, 2.8556, 2.1368)
C (0.1786, 3.2742, 3.3426)
C (-0.6792, 3.8257, 4.2837)
N (-1.9765, 3.9681, 4.0821)
C (-2.4783, 3.5579, 2.9302)
C (-2.4610, 0.4111, -0.8220)
C (-2.9945, 1.0696, -1.9366)
C (-3.2279, 0.3807, -3.1047)
C (-2.9375, -0.9794, -3.1986)
C (-2.4174, -1.6463, -2.1137)
C (-2.1813, -0.9631, -0.9202)
C (-1.6045, -1.6785, 0.2167)
O (-1.2478, -2.8472, 0.1998)
N (1.2481, -1.0409, 1.5739)
C (2.6446, -1.2748, 1.2963)
C (2.8540, -2.5323, 0.4410)
C (1.9537, -2.5630, -0.7995)
N (2.1692, -1.4455, -1.6904)
C (3.1689, -1.5133, -2.7344)
C (3.2650, -0.0725, -3.2459)
C (1.9028, 0.5197, -2.8908)
C (1.4332, -0.3266, -1.7210)
O (0.5341, -0.0369, -0.9475)
H (-1.1994, -0.8866, 3.4005)
H (-1.3564, -2.5150, 2.6832)
H (-3.3977, 2.7823, 0.6014)
H (-1.8469, 3.0431, -0.2142)
H (0.2748, 2.4166, 1.3752)
H (1.2328, 3.1740, 3.5508)
H (-0.3146, 4.1698, 5.2427)
H (-3.5476, 3.6914, 2.8172)
H (-3.2248, 2.1225, -1.8791)
H (-3.6379, 0.8985, -3.9599)
H (-3.1222, -1.5051, -4.1238)
H (-2.1816, -2.6993, -2.1526)
H (0.7294, -0.6047, 0.8164)
H (3.1642, -1.4003, 2.2491)
H (3.0371, -0.3925, 0.7843)
H (2.6118, -3.4070, 1.0449)
H (3.9047, -2.5924, 0.1510)
H (0.9052, -2.5657, -0.4927)
H (2.1423, -3.4824, -1.3608)
H (4.1162, -1.8808, -2.3332)
H (2.8384, -2.2012, -3.5235)
H (3.4804, -0.0293, -4.3112)
H (4.0536, 0.4606, -2.7139)
H (1.9370, 1.5744, -2.6250)
H (1.1798, 0.3979, -3.7004)

Computed properties:
relative energy (zero: lowest compared OMol25 entry of this formula, charge and spin)	0.0	kcal/mol
E_LUMO	0.40	eV
F_max	1.0	eV/Å
multiplicity	1
M	419.485	g mol⁻¹
energy	-1391.025468	Ha
HOMO-LUMO gap	8.95	eV
SMILES string	O=C(Cn1nc(Cc2cccnc2)c2ccccc2c1=O)NCCCN1CCCC1=O

natural (NBO) population analysis, charges in e, atoms 1 to 6: -0.64, 0.68, -0.31, -0.24, -0.22, 0.22


Entry 3:
Computed, not measured: C23H25N5OS in the gas phase at a distorted geometry, with wB97M-V/def2-TZVPD.

Geometry (Å):
H (-2.0526, -0.5271, -1.0114)
N (-1.6239, 0.3732, -0.8125)
C (-2.4168, 1.1995, -0.2703)
C (-2.1036, 2.5825, 0.0182)
C (-0.8757, 3.1656, -0.1385)
C (0.4210, 2.6279, -0.3114)
C (1.4619, 3.3169, -1.0089)
C (2.5846, 2.5524, -0.9567)
C (3.9159, 2.7702, -1.5843)
N (2.2948, 1.4271, -0.2091)
C (3.2009, 0.3822, 0.0644)
C (2.8884, -0.9131, -0.3332)
C (3.7685, -1.9519, -0.0773)
C (3.4485, -3.3545, -0.4952)
C (4.9642, -1.6747, 0.5768)
C (5.2886, -0.3886, 0.9807)
C (6.5856, -0.0994, 1.6727)
C (4.3938, 0.6424, 0.7218)
C (0.9941, 1.4549, 0.1823)
C (0.4363, 0.4689, 1.1318)
C (-3.1967, 3.5274, 0.3924)
O (-3.0045, 4.7155, 0.5352)
N (-4.4633, 3.0056, 0.6118)
C (-4.6691, 1.7644, 0.4371)
S (-6.2138, 0.9633, 0.6698)
C (-5.4309, -0.5461, 0.1563)
C (-6.1920, -1.8154, 0.0891)
C (-5.3346, -2.9853, -0.3906)
C (-6.1455, -4.2728, -0.4500)
N (-4.1991, -0.4213, -0.1337)
N (-3.7563, 0.8392, 0.0230)
H (-0.9126, 4.2526, -0.1249)
H (1.3488, 4.2485, -1.5264)
H (3.8117, 3.4527, -2.4237)
H (4.3333, 1.8295, -1.9402)
H (4.6222, 3.2096, -0.8790)
H (1.9571, -1.0943, -0.8482)
H (2.4942, -3.3984, -1.0130)
H (4.2232, -3.7392, -1.1570)
H (3.4028, -4.0070, 0.3759)
H (5.6536, -2.4831, 0.7754)
H (6.4393, 0.6093, 2.4851)
H (7.0256, -1.0091, 2.0728)
H (7.2928, 0.3405, 0.9692)
H (4.6194, 1.6474, 1.0446)
H (-0.1660, -0.2616, 0.5855)
H (1.2266, -0.0432, 1.6769)
H (-0.2290, 0.9692, 1.8330)
H (-7.0448, -1.6737, -0.5812)
H (-6.5995, -2.0291, 1.0816)
H (-4.4891, -3.1087, 0.2871)
H (-4.9345, -2.7521, -1.3780)
H (-6.9831, -4.1672, -1.1358)
H (-6.5371, -4.5255, 0.5328)
H (-5.5241, -5.0958, -0.7930)

Computed properties:
relative energy (zero: lowest compared OMol25 entry of this formula, charge and spin)	28.7	kcal/mol
E_LUMO	-0.15	eV
F_max	1.0	eV/Å
multiplicity	1
M	419.554	g mol⁻¹
energy	-1638.653195	Ha
HOMO-LUMO gap	7.57	eV
SMILES string	[H]/N=C1/C(=C\c2cc(C)n(-c3cc(C)cc(C)c3)c2C)C(=O)N=C2SC(CCC)=NN21

natural (NBO) population analysis, charges in e, atoms 1 to 6: 0.36, -0.68, 0.42, -0.31, 0.02, -0.19


Entry 4:
Computed, not measured: a molecular structure, C23H26AsN2O5Pt at a distorted geometry, with wB97M-V/def2-TZVPD.

Geometry (Å):
Pt (0.0425, -0.1070, 0.2023)
O (-0.9850, 1.5580, -0.7050)
C (-1.0481, 2.7634, 0.1074)
C (0.1069, 2.6105, 1.1154)
O (0.2123, 3.3780, 2.0363)
O (0.9405, 1.6348, 0.8408)
C (-0.7284, 3.9737, -0.7800)
C (-0.4912, 5.2268, -0.2246)
C (-0.1933, 6.3120, -1.0343)
C (-0.1205, 6.1673, -2.4123)
C (-0.3510, 4.9224, -2.9737)
C (-0.6468, 3.8337, -2.1628)
C (-2.4038, 2.8496, 0.8144)
C (-2.6549, 3.8479, 1.7541)
C (-3.8914, 3.9461, 2.3737)
C (-4.9108, 3.0537, 2.0701)
C (-4.6705, 2.0472, 1.1510)
C (-3.4275, 1.9445, 0.5372)
H (-1.7890, 1.4865, -1.2329)
H (-0.4970, 5.3590, 0.8483)
H (-0.0043, 7.2754, -0.5779)
H (0.1199, 7.0154, -3.0405)
H (-0.2990, 4.7904, -4.0475)
H (-0.8030, 2.8726, -2.6332)
H (-1.8719, 4.5369, 2.0306)
H (-4.0540, 4.7288, 3.1040)
H (-5.8820, 3.1473, 2.5393)
H (-5.4513, 1.3378, 0.9015)
H (-3.2900, 1.1249, -0.1554)
N (-6.0181, -3.0901, 2.8009)
C (-5.0982, -2.2730, 3.3633)
O (-5.1422, -1.9180, 4.5196)
C (-3.9642, -1.7877, 2.4763)
C (-3.0317, -0.9528, 3.0717)
C (-1.9732, -0.4802, 2.3266)
N (-1.8227, -0.8018, 1.0319)
C (-2.7117, -1.6113, 0.4517)
C (-3.7957, -2.1201, 1.1399)
H (-6.7589, -3.4319, 3.3899)
H (-5.9782, -3.4056, 1.8514)
H (-3.1536, -0.6836, 4.1119)
H (-1.2336, 0.1840, 2.7555)
H (-2.5530, -1.8430, -0.5928)
H (-4.4816, -2.7615, 0.6038)
C (3.8820, -1.7789, 0.8581)
As (2.3728, -2.2063, -0.2219)
C (2.3936, -4.0757, -0.5785)
C (2.4879, -1.2275, -1.8587)
O (0.9092, -1.8705, 0.5867)
H (4.7781, -2.1207, 0.3407)
H (3.7875, -2.2925, 1.8121)
H (3.9298, -0.7040, 1.0190)
H (3.3242, -4.3471, -1.0733)
H (1.5436, -4.3255, -1.2083)
H (2.3100, -4.6007, 0.3700)
H (3.3844, -1.5070, -2.4103)
H (2.5168, -0.1654, -1.6225)
H (1.6016, -1.4489, -2.4487)

Computed properties:
E_LUMO (alpha / beta)	-3.70 / -3.74	eV
F_max	2.2	eV/Å
multiplicity	1
total charge	+1
M	680.470	g mol⁻¹
energy	-3732.588159	Ha
HOMO-LUMO gap (alpha / beta)	7.55 / 7.51	eV

natural (NBO) population analysis, charges in e, atoms 1 to 6: 1.11, -0.70, 0.09, 0.77, -0.59, -0.78